Entry 1:
The following is a quantum chemistry calculation of a cluster of 11 separate species, C60H83IN11O2PSi in total in a non-equilibrium geometry, from the OMol25 dataset.

```
159
Properties=species:S:1:pos:R:3:mulliken_charge:R:1
C -1.501 4.366 1.337 -1.11
Si -1.665 3.709 -0.447 0.06
C -2.827 4.907 -1.335 -1.21
C 0.090 3.840 -1.191 -0.76
C 0.726 2.477 -1.559 -1.20
C 1.219 1.691 -0.327 1.88
C 2.711 1.877 -0.019 -0.99
C 3.222 1.099 1.229 -0.86
C 2.119 0.520 2.145 1.19
C 2.631 0.467 3.631 -1.36
C 2.398 -0.891 4.305 -0.48
C 0.918 -1.276 4.509 -0.28
I 0.615 -3.227 3.531 0.28
C 0.484 -1.543 5.977 -0.58
O -0.923 -1.681 5.937 -0.37
C -1.394 -1.148 4.744 0.05
O -2.487 -1.336 4.292 -0.51
C -0.216 -0.327 4.099 0.65
P -0.381 1.349 4.891 0.61
N -1.828 1.664 5.426 -0.83
C -2.403 1.969 -0.515 -0.08
C -1.940 0.866 0.184 0.77
C -2.491 -0.392 0.069 -0.40
C -3.570 -0.573 -0.774 -1.04
C -4.072 0.517 -1.449 -0.35
C -3.513 1.773 -1.342 -0.58
H -0.631 3.916 1.840 0.28
H -1.288 5.444 1.264 0.25
H -2.416 4.219 1.926 0.43
H -3.779 4.937 -0.785 0.37
H -2.415 5.922 -1.346 0.32
H -3.038 4.534 -2.346 0.35
H 0.024 4.439 -2.111 0.49
H 0.758 4.329 -0.467 0.44
H 1.571 2.663 -2.243 0.63
H 0.022 1.865 -2.144 0.28
H 0.993 0.624 -0.454 -0.08
H 0.669 2.107 0.531 -1.31
H 3.321 1.643 -0.903 0.38
H 2.886 2.950 0.163 0.25
H 3.897 1.754 1.794 0.49
H 3.840 0.264 0.868 0.23
H 1.957 -0.528 1.861 0.19
H 1.200 1.111 2.174 -0.81
H 2.236 1.319 4.206 0.14
H 3.718 0.630 3.598 0.75
H 2.848 -0.827 5.314 0.36
H 2.977 -1.647 3.770 0.22
H 1.041 -2.386 6.394 0.46
H 0.821 -0.634 6.508 0.42
H -0.520 -0.247 3.050 0.03
H -0.080 2.304 3.885 0.03
H 0.564 1.462 5.944 -0.07
H -2.143 2.476 4.899 0.17
H -1.098 0.960 0.869 0.01
H -2.058 -1.221 0.624 0.63
H -3.979 -1.576 -0.866 0.41
H -4.941 0.353 -2.087 0.16
H -3.958 2.592 -1.900 0.62
C -5.534 2.401 -5.913 -0.60
C -4.358 2.573 -6.691 -0.86
C -3.289 2.269 -5.886 -0.42
N -3.774 1.926 -4.655 0.26
C -5.140 1.999 -4.664 -0.23
H -6.551 2.553 -6.234 0.47
H -4.302 2.883 -7.722 0.48
H -2.230 2.269 -6.084 0.43
H -3.212 1.660 -3.863 0.12
H -5.712 1.761 -3.783 0.35
C -2.529 5.740 4.717 0.29
C -3.128 7.028 4.760 -0.85
C -3.998 7.036 5.818 -0.98
N -3.950 5.804 6.411 0.03
C -3.054 5.010 5.750 -1.06
H -1.794 5.389 4.009 1.04
H -2.944 7.856 4.094 0.52
H -4.646 7.808 6.197 0.41
H -4.489 5.525 7.210 0.20
H -2.869 3.998 6.071 0.58
C 5.159 -6.487 3.533 -0.32
C 4.400 -7.678 3.381 -0.61
C 3.110 -7.307 3.102 -0.49
N 3.062 -5.940 3.084 0.14
C 4.305 -5.434 3.340 -0.02
H 6.211 -6.411 3.757 0.46
H 4.759 -8.690 3.467 0.39
H 2.227 -7.895 2.917 0.38
H 2.244 -5.384 2.910 0.00
H 4.472 -4.372 3.364 -0.06
C -0.327 -3.367 -2.858 -1.26
C -0.077 -2.507 -1.755 0.51
C -0.173 -3.264 -0.617 -0.73
N -0.475 -4.546 -0.989 0.09
C -0.565 -4.617 -2.355 -0.26
H -0.330 -3.098 -3.902 0.42
H 0.147 -1.453 -1.794 0.50
H -0.055 -3.000 0.420 0.21
H -0.610 -5.314 -0.358 0.19
H -0.792 -5.548 -2.847 0.32
C 0.196 -9.468 -5.122 -0.05
C -1.176 -9.126 -4.982 -0.77
C -1.294 -8.374 -3.844 -0.41
N -0.048 -8.250 -3.289 0.00
C 0.866 -8.910 -4.065 -0.53
H 0.639 -10.055 -5.910 0.38
H -1.982 -9.402 -5.641 0.40
H -2.154 -7.918 -3.383 0.41
H 0.163 -7.752 -2.445 0.19
H 1.910 -8.927 -3.798 0.40
C -2.310 9.726 0.343 -0.48
C -2.048 10.603 1.430 -0.69
C -2.047 9.846 2.573 -0.30
N -2.301 8.550 2.219 0.12
C -2.457 8.468 0.863 -0.59
H -2.380 9.989 -0.699 0.41
H -1.880 11.666 1.379 0.42
H -1.888 10.118 3.603 0.36
H -2.363 7.776 2.855 0.28
H -2.662 7.523 0.388 0.36
C 3.872 -10.135 -8.383 -0.65
C 3.828 -9.009 -9.247 -0.37
C 3.134 -8.024 -8.598 -0.56
N 2.751 -8.509 -7.378 0.05
C 3.202 -9.794 -7.238 -0.22
H 4.341 -11.084 -8.579 0.40
H 4.259 -8.933 -10.232 0.39
H 2.878 -7.022 -8.899 0.37
H 2.221 -8.002 -6.691 0.21
H 3.006 -10.353 -6.338 0.38
C -4.500 -1.243 -10.316 -0.54
C -5.880 -0.978 -10.119 -0.59
C -5.989 -0.197 -8.997 -0.28
N -4.731 0.015 -8.508 0.08
C -3.818 -0.614 -9.306 -0.41
H -4.058 -1.827 -11.107 0.38
H -6.699 -1.319 -10.731 0.38
H -6.850 0.224 -8.506 0.35
H -4.511 0.555 -7.683 0.28
H -2.764 -0.562 -9.088 0.35
C 8.706 -2.508 4.328 -0.45
C 7.869 -2.991 5.370 -0.57
C 6.600 -3.079 4.867 -0.44
N 6.635 -2.662 3.561 0.24
C 7.917 -2.318 3.226 -0.57
H 9.766 -2.322 4.382 0.40
H 8.167 -3.245 6.374 0.42
H 5.677 -3.399 5.321 0.42
H 5.844 -2.618 2.946 0.17
H 8.155 -1.968 2.236 0.41
C 0.969 6.847 5.243 -0.12
C 2.377 7.039 5.187 -0.72
C 2.965 5.836 5.468 -0.51
N 1.969 4.925 5.697 0.01
C 0.747 5.534 5.556 -0.66
H 0.206 7.589 5.072 0.57
H 2.896 7.957 4.965 0.41
H 4.002 5.550 5.526 0.40
H 2.111 3.960 5.931 0.18
H -0.166 4.979 5.691 0.46
```

Results
Charge ... 0
SMILES string ... C[Si](C)(CCCCCCCC[C@@]1(I)COC(=O)[C@H]1[PH2]=N)c1ccccc1.c1cc[nH]c1.c1cc[nH]c1.c1cc[nH]c1.c1cc[nH]c1.c1cc[nH]c1.c1cc[nH]c1.c1cc[nH]c1.c1cc[nH]c1.c1cc[nH]c1.c1cc[nH]c1
LUMO level ... -0.86 eV
E ... -4017.28614 Eh
HOMO-LUMO gap ... 0.26217 Eh
Relative energy (zero: lowest compared OMol25 entry of this formula, charge and spin) ... 0.0 kcal per mole



Entry 2:
The following is a quantum chemistry calculation of a cluster of 10 separate species, C60H86F6O12 in total in a non-equilibrium geometry, from the OMol25 dataset.

```
164
Properties=species:S:1:pos:R:3:mulliken_charge:R:1
C -6.158 -1.740 -3.630 -0.76
O -6.802 -0.878 -2.746 -0.41
C -6.692 -1.340 -1.412 -0.56
C -7.030 -0.173 -0.546 -0.09
O -5.940 0.703 -0.540 -0.30
C -6.091 1.591 0.628 -0.54
C -4.764 2.289 0.758 -0.58
O -3.925 1.457 1.580 -0.29
C -2.709 2.080 1.923 -0.48
H -6.387 -1.474 -4.681 0.26
H -6.437 -2.769 -3.432 0.32
H -5.043 -1.685 -3.421 0.26
H -5.639 -1.556 -1.208 0.25
H -7.360 -2.178 -1.293 0.48
H -7.406 -0.421 0.433 0.18
H -7.910 0.206 -1.112 0.24
H -6.323 1.043 1.554 0.27
H -6.922 2.317 0.347 0.29
H -4.990 3.230 1.214 0.45
H -4.330 2.349 -0.205 0.31
H -2.909 2.969 2.535 0.40
H -2.066 2.414 1.057 0.11
H -2.124 1.340 2.476 0.11
C 1.684 3.101 0.506 0.42
O 0.484 2.755 -0.176 -0.01
C -0.106 3.758 -0.912 -0.48
C -0.765 4.689 0.126 0.11
O -1.415 5.791 -0.484 -0.51
C -2.719 5.655 -1.003 -0.03
C -3.192 6.862 -1.780 -0.72
O -2.851 6.739 -3.161 -0.29
C -2.857 7.961 -3.810 -0.74
H 2.278 2.214 0.685 -0.61
H 1.507 3.601 1.472 -0.36
H 2.287 3.778 -0.178 0.43
H -0.869 3.260 -1.474 0.36
H 0.624 4.347 -1.460 0.41
H -0.017 5.199 0.732 0.12
H -1.421 4.129 0.786 0.03
H -3.447 5.477 -0.208 0.17
H -2.763 4.809 -1.709 0.28
H -2.743 7.775 -1.408 0.35
H -4.305 6.887 -1.617 0.28
H -2.198 8.678 -3.272 0.34
H -3.866 8.386 -4.035 0.26
H -2.294 7.851 -4.777 0.25
C 2.799 1.497 -3.156 -0.20
O 2.094 0.329 -3.440 -0.26
C 2.878 -0.534 -4.199 0.50
C 2.147 -1.779 -4.486 -0.83
O 1.065 -1.556 -5.353 -0.22
C 0.520 -2.794 -5.713 -0.40
C -0.807 -2.553 -6.380 -0.62
O -0.691 -2.280 -7.742 -0.43
C -0.337 -0.953 -8.030 -0.55
H 3.804 1.282 -2.815 -0.02
H 2.257 1.994 -2.337 -0.20
H 2.947 2.156 -4.041 0.41
H 3.815 -0.697 -3.595 -0.32
H 3.119 -0.042 -5.180 0.39
H 1.752 -2.201 -3.563 0.15
H 2.680 -2.616 -4.873 0.46
H 0.203 -3.371 -4.832 0.33
H 1.313 -3.320 -6.293 0.34
H -1.331 -1.733 -5.885 0.36
H -1.422 -3.460 -6.325 0.35
H 0.724 -0.844 -7.714 0.19
H -0.987 -0.299 -7.443 0.28
H -0.475 -0.698 -9.077 0.26
C -10.196 -1.344 2.225 -0.91
O -9.183 -1.966 1.527 -0.16
C -8.711 -3.009 2.374 -0.40
C -7.633 -3.704 1.590 -0.83
O -6.587 -2.843 1.105 -0.10
C -5.826 -2.281 2.123 -0.46
C -4.382 -2.617 1.930 -0.45
O -4.158 -3.965 2.188 -0.41
C -2.779 -4.271 2.337 -0.80
H -10.435 -0.429 1.668 0.24
H -9.841 -0.985 3.205 0.37
H -11.065 -1.971 2.300 0.34
H -9.556 -3.728 2.560 0.42
H -8.401 -2.594 3.347 0.38
H -8.105 -4.091 0.703 0.36
H -7.198 -4.500 2.226 0.31
H -6.141 -2.705 3.065 0.53
H -5.913 -1.194 2.179 0.07
H -3.797 -1.985 2.649 0.33
H -4.100 -2.369 0.878 0.23
H -2.629 -5.314 2.516 0.36
H -2.388 -3.794 3.282 0.31
H -2.202 -3.837 1.521 0.31
F 5.229 4.654 2.023 -0.39
C 5.139 3.667 1.125 0.53
C 5.574 3.846 -0.144 -1.04
C 5.723 2.746 -0.986 -0.35
C 5.327 1.521 -0.573 -0.27
C 4.785 1.370 0.700 0.01
C 4.684 2.428 1.556 0.02
H 5.884 4.814 -0.511 0.46
H 6.166 2.928 -1.997 0.29
H 5.504 0.613 -1.124 0.37
H 4.528 0.354 0.994 -0.04
H 4.376 2.288 2.592 0.35
F -1.455 4.780 3.935 -0.40
C -0.122 4.505 3.954 0.36
C 0.298 3.255 4.314 -0.27
C 1.659 3.027 4.459 -0.54
C 2.564 4.085 4.203 -0.57
C 2.123 5.369 3.835 -0.65
C 0.760 5.541 3.726 -0.25
H -0.438 2.491 4.459 0.53
H 2.042 2.066 4.793 0.47
H 3.633 3.878 4.313 0.47
H 2.881 6.157 3.700 0.41
H 0.267 6.507 3.606 0.41
F 3.361 -2.033 -1.292 -0.08
C 2.404 -1.864 -0.354 -0.59
C 1.786 -0.655 -0.171 0.67
C 0.728 -0.545 0.653 -0.79
C 0.337 -1.616 1.438 -1.10
C 0.944 -2.848 1.242 -0.14
C 1.943 -3.004 0.301 -0.95
H 2.087 0.161 -0.774 0.67
H 0.168 0.387 0.735 0.65
H -0.552 -1.479 2.043 0.59
H 0.570 -3.678 1.859 0.41
H 2.379 -3.939 0.094 0.69
F 9.052 0.685 -0.585 -0.38
C 8.238 -0.147 -1.284 0.42
C 7.745 -1.264 -0.666 -0.49
C 6.758 -2.036 -1.232 -0.42
C 6.310 -1.762 -2.532 -0.86
C 6.917 -0.699 -3.181 -0.35
C 7.847 0.140 -2.561 -0.35
H 8.042 -1.495 0.344 0.44
H 6.366 -2.845 -0.648 0.49
H 5.615 -2.399 -2.998 0.66
H 6.513 -0.386 -4.146 0.35
H 8.208 1.040 -3.029 0.49
F 2.673 -1.887 6.464 -0.33
C 3.406 -1.495 5.402 0.27
C 2.823 -1.622 4.133 -0.76
C 3.591 -1.367 3.050 0.79
C 4.886 -0.884 3.189 -0.94
C 5.459 -0.750 4.455 -0.67
C 4.702 -1.051 5.571 -0.64
H 1.812 -1.896 4.049 0.71
H 3.211 -1.521 2.039 -0.06
H 5.458 -0.579 2.356 0.92
H 6.426 -0.293 4.609 0.41
H 5.078 -0.837 6.583 0.40
F 1.407 -5.944 1.466 -0.32
C 2.719 -6.277 1.643 0.58
C 3.460 -5.736 2.696 -0.24
C 4.759 -6.159 2.851 -0.37
C 5.303 -7.100 1.998 -0.75
C 4.558 -7.560 0.929 -0.30
C 3.229 -7.153 0.688 -0.68
H 2.959 -5.070 3.424 0.36
H 5.293 -5.785 3.697 0.45
H 6.332 -7.417 2.216 0.37
H 5.023 -8.237 0.270 0.42
H 2.616 -7.493 -0.128 0.48
```

Results
Charge ... 0
SMILES string ... COCCOCCOC.COCCOCCOC.COCCOCCOC.COCCOCCOC.Fc1ccccc1.Fc1ccccc1.Fc1ccccc1.Fc1ccccc1.Fc1ccccc1.Fc1ccccc1
LUMO level ... 0.51 eV
E ... -3839.59607 Eh
HOMO-LUMO gap ... 0.35187 Eh